1.
A 2-piece molecular cluster, C3H13N2O overall at a distorted geometry. Source: the Open Molecules 2025 dataset; level of theory: ωB97M-V/def2-TZVPD.

Output
- E_LUMO (eV) = -2.93
- energy above the lowest of the compared OMol25 structures with the same formula, charge and spin (kJ/mol) = 70.03
- Kohn-Sham gap (eV) = 11.52
- max |F| (eV/A) = 1.1
- net charge = +1

Each line ends with the Löwdin charge.
Cartesian coordinates (Å):
C: -0.874 -1.114 0.761  -0.0107
H: -1.131 -1.302 -2.840  0.0403
H: -1.943 -0.921 0.686  0.1097
H: -0.544 -1.288 -0.254  0.0786
H: 1.261 2.387 -0.494  0.1237
H: -0.536 0.153 2.345  0.1806
N: 2.090 0.564 0.234  0.0072
H: 0.787 1.011 -1.334  0.1158
C: 0.995 1.339 -0.321  -0.2206
C: -0.257 1.266 0.587  -0.1070
O: -1.728 -1.834 -2.298  -0.0614
H: 0.845 -0.195 1.358  0.1346
H: -1.903 -2.609 -2.854  0.0571
N: -0.180 0.022 1.404  -0.0200
H: -0.253 2.137 1.227  0.1290
H: -1.174 1.239 0.014  0.1292
H: 2.642 1.092 0.900  0.1041
H: 2.666 0.085 -0.444  0.1028
H: -0.762 -2.030 1.323  0.1070

***

2.
A 2-piece molecular cluster, C3H13N2O overall at a distorted geometry. Source: the Open Molecules 2025 dataset; level of theory: ωB97M-V/def2-TZVPD.

Output
- E_LUMO (eV) = -3.41
- energy above the lowest of the compared OMol25 structures with the same formula, charge and spin (kJ/mol) = 388.42
- Kohn-Sham gap (eV) = 9.25
- max |F| (eV/A) = 7.2
- net charge = +1

Each line ends with the Löwdin charge.
Cartesian coordinates (Å):
H: 1.398 0.242 -1.656  0.2267
H: 1.590 0.255 -0.054  0.1441
H: 0.055 2.237 -1.296  0.0964
H: 3.195 -1.068 0.606  -0.0041
H: 2.076 -2.057 1.341  0.1426
O: 2.438 -1.526 0.551  -0.0265
H: -0.657 -0.944 1.168  0.1303
H: -1.113 2.475 -0.147  0.1269
H: 1.017 -1.148 -0.704  0.1422
C: -1.136 -0.105 0.673  -0.2880
H: 0.469 2.086 0.687  0.0791
N: -2.315 -0.462 0.054  -0.0115
C: -0.052 2.003 -0.225  -0.0179
C: -0.404 0.487 -0.395  -0.4283
H: -0.805 0.313 -1.456  0.1708
N: 0.896 -0.128 -0.746  0.1261
H: -2.569 -1.367 0.266  0.0542
H: -1.560 0.800 1.448  0.1963
H: -3.121 0.202 -0.081  0.1406

***

3.
A 2-piece molecular cluster, C3H13N2O overall at a distorted geometry. Source: the Open Molecules 2025 dataset; level of theory: ωB97M-V/def2-TZVPD.

Output
- E_LUMO (eV) = -3.22
- energy above the lowest of the compared OMol25 structures with the same formula, charge and spin (kJ/mol) = 85.88
- Kohn-Sham gap (eV) = 10.14
- max |F| (eV/A) = 1.8
- net charge = +1

Each line ends with the Löwdin charge.
Cartesian coordinates (Å):
H: 0.285 -0.479 -2.356  0.1187
N: 1.648 -0.710 0.634  0.1918
H: -1.003 3.244 1.747  0.0547
C: 0.010 -0.266 -1.324  -0.1594
O: -0.828 2.656 1.000  -0.0587
H: -1.384 3.042 0.309  0.0525
H: 0.923 1.141 -0.001  0.0924
H: -0.546 0.676 -1.435  0.1124
H: 1.029 -1.521 0.695  0.1337
H: -1.688 -1.647 1.226  0.0883
H: 2.569 -1.131 0.495  0.1719
C: -0.983 -1.228 -0.668  -0.2640
H: -1.292 -0.014 1.024  0.0718
H: 1.601 -0.161 1.467  0.1528
C: 1.215 0.222 -0.493  -0.1192
H: -1.922 -1.089 -1.192  0.1146
H: 2.091 0.484 -1.082  0.1306
H: -0.615 -2.247 -0.802  0.1175
N: -1.110 -0.972 0.755  -0.0024

***

4.
A 4-piece molecular cluster, C3H13N2O4S overall at a distorted geometry. Source: the Open Molecules 2025 dataset; level of theory: ωB97M-V/def2-TZVPD.

Output
- E_LUMO (eV) = 2.94
- energy above the lowest of the compared OMol25 structures with the same formula, charge and spin (kJ/mol) = 106.86
- Kohn-Sham gap (eV) = 6.20
- max |F| (eV/A) = 1.8
- net charge = -1

Each line ends with the Löwdin charge.
Cartesian coordinates (Å):
H: 2.664 2.179 -1.360  0.0221
O: -0.407 -2.110 2.413  0.0366
C: -1.730 -0.694 -0.056  -0.6596
H: -0.185 1.400 0.626  0.0335
N: 1.118 -0.668 1.603  0.1492
H: 1.468 -1.995 -0.457  -0.0040
H: -0.824 -0.704 -0.670  0.0245
H: -0.881 1.268 -1.790  -0.0864
O: -0.074 1.258 -2.333  -0.1173
H: 1.194 2.232 -0.835  -0.0085
H: -1.698 1.794 1.127  0.0347
C: -0.197 -1.040 1.867  -0.5031
S: -2.907 0.425 -0.914  0.2268
H: 1.759 -1.433 1.503  0.0838
C: -1.267 -0.144 1.311  -0.4454
H: 2.327 -2.116 -1.750  0.0250
N: -0.884 1.236 1.331  0.0353
H: -2.128 -0.334 1.951  0.1318
H: 1.392 0.297 1.536  0.0801
O: 2.112 2.430 -0.621  -0.0728
O: 1.464 -2.290 -1.373  -0.0516
H: -2.132 -1.686 -0.018  0.0401
H: -0.184 0.695 -3.092  0.0248

***

5.
A 2-piece molecular cluster, C3H13N3 overall at a distorted geometry. Source: the Open Molecules 2025 dataset; level of theory: ωB97M-V/def2-TZVPD.

Output
- E_LUMO (eV) = 1.04
- energy above the lowest of the compared OMol25 structures with the same formula, charge and spin (kJ/mol) = 101.18
- Kohn-Sham gap (eV) = 10.05
- max |F| (eV/A) = 2.9
- net charge = 0
- SMILES = CNC.NCN

Each line ends with the Löwdin charge.
Cartesian coordinates (Å):
H: -2.563 -3.047 1.426  0.0592
C: -1.617 -1.405 0.687  -0.3987
N: 1.644 0.954 -0.598  -0.1608
H: 1.416 2.847 0.477  0.0768
N: -2.345 -2.652 0.519  -0.0038
H: -1.425 -0.852 -0.234  0.0863
H: -0.482 -1.735 2.420  0.0655
H: 1.009 1.293 -2.590  0.0864
C: 0.530 1.077 -1.599  -0.1525
H: 1.146 0.525 0.184  0.0571
H: -0.073 0.176 -1.594  0.0479
H: -1.786 -3.312 -0.014  0.0589
C: 1.998 2.355 -0.313  -0.1779
H: 3.079 2.489 -0.116  0.0708
H: -0.013 2.002 -1.385  0.0628
H: -2.333 -0.773 1.274  0.1137
H: 1.851 3.013 -1.189  0.0689
H: 0.414 -1.677 1.138  0.0627
N: -0.450 -1.280 1.510  -0.0232

***

6.
A 2-piece molecular cluster, C3H13N3O overall. Source: the Open Molecules 2025 dataset; level of theory: ωB97M-V/def2-TZVPD.

Output
- E_LUMO (alpha / beta) (eV) = 3.70 / 3.60
- multiplicity = 2
- energy above the lowest of the compared OMol25 structures with the same formula, charge and spin (kJ/mol) = 0.00
- Kohn-Sham gap (alpha / beta) (eV) = 2.68 / 9.27
- max |F| (eV/A) = 0.9
- <S²> = 0.75
- net charge = -1

Each line ends with the Löwdin spin population.
Cartesian coordinates (Å):
H: 0.011 1.840 -2.050  0.0586
H: 1.274 2.277 -0.169  0.0054
C: 0.922 0.343 1.561  0.0078
H: 0.005 -0.357 3.399  0.0036
N: 0.602 0.361 0.149  0.0282
N: -0.192 -1.809 1.914  0.0267
H: -0.799 -2.330 2.541  0.0123
C: 1.384 1.309 -0.661  0.0445
H: -3.048 -0.273 -3.731  0.0936
H: -1.117 0.126 2.093  0.0167
O: -3.324 -1.208 -3.719  0.2866
C: -0.173 -0.395 2.317  0.0367
H: -2.701 -1.621 -3.093  0.1268
H: 0.736 -0.571 -0.231  0.0527
H: -0.653 -1.895 1.009  0.0582
N: 0.932 1.417 -2.014  0.0569
H: 0.804 0.493 -2.426  0.0744
H: 1.009 1.362 1.936  0.0013
H: 2.442 1.052 -0.632  0.0071
H: 1.887 -0.120 1.807  0.0021